The following is a DFT calculation (ωB97M-V with the def2-TZVPD basis set) of a molecular structure, C57H49AsBrN3O3P2Sn.

Output
**F_max**: 0.0281 hartree/bohr
**HOMO-LUMO gap (alpha / beta)**: 0.20103 / 0.16652 Ha
**E_HOMO (alpha / beta)**: -17.1 / -17.1 eV
**Energy above the lowest of the compared OMol25 structures with the same formula, charge and spin**: 35.24 kcal/mol
**Charge**: +4

Last column: Löwdin charge in e.
Positions of all 117 atoms, in Å:
Sn -0.187 -0.216 -0.011  1.443
C 0.290 -0.145 3.321  -0.010
O -0.503 -0.869 2.346  -0.271
C -1.306 -1.884 2.807  -0.191
C -1.408 -2.231 4.136  0.004
C -2.263 -3.269 4.527  -0.663
Br -2.383 -3.720 6.335  0.901
C -3.002 -3.932 3.594  -0.038
C -2.919 -3.570 2.230  -0.047
C -2.060 -2.528 1.832  -0.146
O -1.927 -2.076 0.552  -0.048
C -3.712 -4.243 1.260  -0.163
N -3.710 -3.906 -0.056  0.188
C -4.578 -4.725 -0.652  -0.145
C -4.977 -4.802 -2.016  0.026
C -5.888 -5.750 -2.330  0.006
C -6.435 -6.645 -1.326  0.064
C -6.070 -6.594 0.012  0.048
C -5.148 -5.632 0.332  -0.115
N -4.561 -5.277 1.516  0.222
H 0.958 -0.824 3.845  0.117
H -0.356 0.380 4.021  0.119
H 0.870 0.584 2.767  0.084
H -0.836 -1.716 4.897  0.122
H -3.657 -4.727 3.924  0.117
H -2.501 -2.591 -0.023  0.059
H -4.577 -4.127 -2.763  0.127
H -6.229 -5.853 -3.353  0.135
H -7.166 -7.384 -1.637  0.142
H -6.493 -7.271 0.746  0.144
H -4.732 -5.714 2.409  0.184
C 3.017 2.187 -2.532  -0.104
N 2.731 0.723 -2.384  -0.429
P 1.193 0.364 -3.113  1.027
C 1.448 0.629 -4.878  -0.384
C 2.705 0.625 -5.484  -0.088
C 2.795 0.744 -6.864  -0.040
C 1.645 0.863 -7.631  -0.032
C 0.394 0.874 -7.025  -0.045
C 0.291 0.765 -5.645  -0.099
C 0.841 -1.421 -3.070  -0.401
C -0.456 -1.772 -2.688  -0.208
C -0.893 -3.091 -2.791  -0.067
C -0.039 -4.057 -3.301  -0.032
C 1.235 -3.702 -3.737  -0.024
C 1.670 -2.392 -3.636  -0.063
P 3.190 -0.021 -0.892  1.032
C 3.707 -1.710 -1.253  -0.384
C 4.763 -1.957 -2.133  -0.082
C 5.220 -3.254 -2.301  -0.036
C 4.648 -4.296 -1.574  -0.032
C 3.610 -4.047 -0.686  -0.054
C 3.136 -2.752 -0.526  -0.108
C 4.649 0.816 -0.269  -0.375
C 5.745 1.231 -1.028  -0.095
C 6.866 1.733 -0.388  -0.033
C 6.909 1.813 1.000  -0.025
C 5.828 1.386 1.758  -0.046
C 4.694 0.896 1.125  -0.102
H 2.666 2.527 -3.504  0.081
H 4.079 2.373 -2.454  0.072
H 2.505 2.756 -1.755  0.097
H 3.609 0.520 -4.893  0.104
H 3.767 0.740 -7.340  0.124
H 1.724 0.952 -8.707  0.127
H -0.501 0.979 -7.625  0.121
H -0.688 0.790 -5.171  0.107
H -1.174 -1.001 -2.418  0.065
H -1.908 -3.345 -2.509  0.092
H -0.375 -5.083 -3.403  0.123
H 1.885 -4.450 -4.176  0.129
H 2.650 -2.126 -4.004  0.114
H 5.227 -1.149 -2.688  0.108
H 6.034 -3.451 -2.988  0.126
H 5.029 -5.304 -1.690  0.125
H 3.175 -4.859 -0.115  0.118
H 2.324 -2.554 0.166  0.085
H 5.760 1.143 -2.109  0.106
H 7.718 2.054 -0.976  0.127
H 7.791 2.206 1.490  0.128
H 5.867 1.437 2.838  0.120
H 3.847 0.569 1.720  0.089
O -1.274 1.418 0.007  -0.676
As -2.348 2.774 0.043  1.314
C -1.828 3.887 -1.396  -0.316
C -1.191 3.345 -2.508  -0.106
C -0.876 4.176 -3.571  -0.056
C -1.199 5.529 -3.517  -0.031
C -1.834 6.060 -2.402  -0.034
C -2.154 5.239 -1.329  -0.078
C -4.114 2.116 -0.143  -0.315
C -5.147 3.049 -0.200  -0.079
C -6.451 2.604 -0.351  -0.032
C -6.712 1.244 -0.446  -0.036
C -5.675 0.320 -0.391  -0.063
C -4.366 0.753 -0.238  -0.095
C -2.109 3.670 1.684  -0.330
C -0.895 4.328 1.894  -0.095
C -0.698 4.998 3.089  -0.047
C -1.707 5.015 4.050  -0.030
C -2.912 4.360 3.828  -0.042
C -3.122 3.679 2.638  -0.078
H -0.946 2.294 -2.539  0.047
H -0.389 3.770 -4.450  0.107
H -0.953 6.175 -4.350  0.125
H -2.076 7.114 -2.363  0.127
H -2.638 5.658 -0.455  0.115
H -4.945 4.111 -0.136  0.118
H -7.262 3.319 -0.398  0.128
H -7.733 0.902 -0.564  0.124
H -5.890 -0.738 -0.470  0.105
H -3.555 0.042 -0.192  0.071
H -0.133 4.341 1.126  0.111
H 0.230 5.527 3.267  0.121
H -1.556 5.558 4.975  0.126
H -3.693 4.390 4.577  0.124
H -4.063 3.177 2.456  0.106



The following is a DFT calculation (ωB97M-V with the def2-TZVPD basis set) of a molecular structure, C57H49N6O3S2Zr.

Output
**F_max**: 0.0384 hartree/bohr
**HOMO-LUMO gap**: 0.21384 Ha
**E_HOMO**: -9.5 eV
**Charge**: +1

Last column: natural (NBO) charge in e.
Positions of all 118 atoms, in Å:
Zr -0.444 -0.066 0.414  2.396
C -6.883 -0.351 -3.956  -0.202
C -7.098 0.097 -2.660  -0.208
C -6.068 0.058 -1.732  -0.193
C -4.816 -0.443 -2.084  -0.086
C -4.606 -0.894 -3.388  -0.152
C -5.635 -0.845 -4.318  -0.211
C -3.707 -0.426 -1.090  0.008
C -3.071 -1.607 -0.750  0.186
C -3.423 -2.883 -1.296  -0.193
C -2.401 -3.726 -1.038  -0.216
C -1.433 -3.000 -0.267  0.171
N -1.879 -1.711 -0.054  -0.669
C -0.219 -3.525 0.178  0.043
C 0.589 -2.884 1.113  0.162
C 1.669 -3.504 1.824  -0.206
C 1.970 -2.701 2.869  -0.203
C 1.090 -1.569 2.809  0.139
C 0.900 -0.629 3.806  0.042
C 1.637 -0.786 5.093  -0.107
C 2.456 0.236 5.571  -0.146
C 3.136 0.095 6.772  -0.225
C 2.997 -1.068 7.517  -0.194
C 2.180 -2.091 7.053  -0.204
C 1.507 -1.952 5.848  -0.190
C 0.025 0.454 3.662  0.131
N -0.533 0.877 2.475  -0.682
C -1.142 2.083 2.752  0.110
C -1.800 2.881 1.811  0.059
C -2.060 4.302 2.158  -0.105
C -1.011 5.116 2.594  -0.202
C -1.235 6.442 2.933  -0.196
C -2.514 6.975 2.844  -0.194
C -3.566 6.173 2.422  -0.223
C -3.342 4.847 2.082  -0.136
C -2.302 2.348 0.624  0.096
C -3.048 3.040 -0.381  -0.206
C -3.662 2.097 -1.142  -0.211
C -3.259 0.819 -0.640  0.177
N -2.375 0.982 0.393  -0.671
C -1.000 2.392 4.138  -0.222
C -0.303 1.374 4.703  -0.224
N 0.298 -1.661 1.678  -0.715
C 0.235 -4.859 -0.314  -0.097
C -0.454 -6.030 -0.012  -0.152
C -0.013 -7.251 -0.504  -0.219
C 1.123 -7.313 -1.301  -0.202
C 1.827 -6.151 -1.590  -0.204
C 1.386 -4.932 -1.097  -0.199
H -7.683 -0.310 -4.685  0.222
H -8.070 0.478 -2.371  0.222
H -6.238 0.401 -0.718  0.219
H -3.623 -1.254 -3.670  0.228
H -5.460 -1.188 -5.330  0.219
H -4.331 -3.086 -1.841  0.245
H -2.309 -4.760 -1.333  0.243
H 2.098 -4.464 1.581  0.247
H 2.721 -2.858 3.626  0.245
H 2.572 1.144 4.990  0.204
H 3.773 0.896 7.128  0.222
H 3.523 -1.176 8.458  0.224
H 2.060 -2.998 7.635  0.225
H 0.854 -2.743 5.496  0.223
H -0.009 4.704 2.655  0.213
H -0.410 7.058 3.267  0.222
H -2.691 8.010 3.106  0.225
H -4.569 6.578 2.365  0.224
H -4.174 4.218 1.785  0.214
H -3.111 4.113 -0.484  0.243
H -4.323 2.248 -1.981  0.247
H -1.429 3.254 4.626  0.246
H -0.044 1.252 5.743  0.246
H -1.330 -5.986 0.627  0.213
H -0.555 -8.156 -0.261  0.223
H 1.462 -8.265 -1.690  0.223
H 2.721 -6.196 -2.200  0.220
H 1.930 -4.019 -1.317  0.216
C 1.895 2.979 -0.236  -0.208
C 3.091 2.590 -1.087  -0.232
N 2.842 1.407 -1.889  -0.642
C 3.983 0.566 -2.176  -0.232
C 4.393 -0.356 -0.996  -0.536
S 3.165 -0.639 0.310  0.259
C 3.590 0.658 1.506  -0.548
C 2.498 1.725 1.782  -0.247
N 1.476 1.942 0.739  -0.645
H 1.042 3.209 -0.873  0.215
H 2.165 3.886 0.314  0.182
H 3.945 2.400 -0.433  0.188
H 3.368 3.457 -1.697  0.192
H 2.355 1.648 -2.740  0.377
H 4.871 1.148 -2.454  0.175
H 3.723 -0.043 -3.042  0.208
H 5.281 0.023 -0.492  0.218
H 4.649 -1.348 -1.370  0.234
H 4.507 1.124 1.152  0.220
H 3.826 0.163 2.450  0.234
H 3.010 2.670 1.991  0.190
H 1.969 1.449 2.685  0.218
H 0.686 2.360 1.218  0.390
C 2.660 0.114 -7.575  -0.636
C 2.072 0.124 -6.188  0.003
C 2.200 -0.980 -5.347  -0.152
C 1.610 -0.999 -4.093  -0.194
C 0.897 0.120 -3.675  -0.354
C 0.745 1.232 -4.493  -0.191
C 1.348 1.228 -5.739  -0.203
S -0.118 -0.049 -2.259  2.390
O -0.297 1.198 -1.463  -0.988
O -1.347 -0.569 -2.783  -0.909
O 0.558 -0.967 -1.287  -1.003
H 3.398 -0.679 -7.689  0.224
H 3.135 1.066 -7.813  0.228
H 1.873 -0.054 -8.314  0.235
H 2.758 -1.846 -5.687  0.216
H 1.693 -1.862 -3.442  0.241
H 0.165 2.085 -4.156  0.238
H 1.242 2.093 -6.385  0.226



Computed E_tot (Ha) in order:
-8296.939793 -3599.168347